(1)
Molecular formula: C26H51OSi4
Method: DFT, ωB97M-V/def2-TZVPD

- HOMO: -0.3617 Eh
- Molar mass: 492.04 u
- Total energy: -2254.348108 Eh
- Net charge: +1
- ΔE to the lowest compared entry with this formula, charge and spin: 0.380 eV
- Kohn-Sham gap: 4.2 eV

```
82
Properties=species:S:1:pos:R:3:forces:R:3
C -0.485546 3.380050 3.223787 -0.9 0.4 0.1
C 0.715330 4.216694 3.074097 1.0 -0.4 0.2
C 2.054860 3.849337 3.156193 -0.3 0.0 0.0
C 3.062211 4.887444 3.188827 0.4 0.2 -0.2
C 2.667045 6.331587 3.200996 0.1 0.4 0.1
C 4.405159 4.559377 3.214864 -0.5 0.6 0.0
C 4.841848 3.229918 3.230441 -0.1 0.1 0.0
C 6.304626 2.924687 3.238764 0.1 -0.3 0.0
C 3.879546 2.213940 3.239797 -0.3 -0.3 0.0
C 2.519330 2.476841 3.208316 0.2 -0.4 0.1
C 1.586893 1.308445 3.210620 0.1 -0.6 0.0
H -1.353011 4.050222 3.273416 0.1 -0.3 0.0
H -0.660094 2.707703 2.373423 0.2 0.0 0.1
H -0.479844 2.783351 4.145272 0.2 0.0 -0.3
H 0.491798 5.268489 2.910224 0.3 -0.1 0.1
H 3.565547 6.953343 3.287324 -0.3 -0.1 0.0
H 2.143751 6.625258 2.282065 0.1 -0.1 0.1
H 2.008846 6.570355 4.046339 0.2 -0.1 -0.2
H 5.147606 5.360488 3.221770 -0.2 -0.2 0.0
H 6.468433 1.843499 3.238932 0.1 0.2 0.0
H 6.804711 3.352267 2.359845 -0.2 0.0 0.1
H 6.796263 3.351221 4.122812 -0.2 0.0 -0.1
H 4.218995 1.174632 3.268478 -0.2 0.4 0.0
H 2.164838 0.375136 3.184096 -0.2 0.3 0.0
H 0.961894 1.270408 4.113291 0.1 0.1 -0.2
H 0.928336 1.301868 2.332468 0.1 0.1 0.2
C -1.862961 -5.483089 -0.920090 -0.1 -0.1 -0.1
Si -1.649871 -4.290188 -2.363205 0.0 0.2 0.0
C -0.425029 -5.021315 -3.590611 -0.1 -0.1 -0.1
C -3.301309 -4.042099 -3.228080 -0.1 -0.2 -0.1
Si -0.883165 -2.230640 -1.564399 0.4 0.6 -0.8
Si -2.359124 -1.404573 0.074417 0.0 -0.2 -0.5
C -2.519898 -2.593339 1.528601 0.0 0.2 0.1
C -1.704022 0.231091 0.747487 -0.1 0.4 0.3
C -4.075611 -1.161760 -0.657043 -0.2 0.3 0.2
Si 1.246213 -2.514570 -0.616243 -0.5 -0.1 -0.3
C 1.135501 -3.637324 0.891697 0.3 0.1 0.1
C 2.432553 -3.269099 -1.866182 0.3 0.1 0.1
C 1.910236 -0.826651 -0.102058 0.4 0.1 0.1
O -0.640951 -1.125975 -2.920312 -0.2 -0.5 1.0
C -1.382909 0.022365 -3.086058 -1.2 -0.7 -0.5
C -2.632315 -0.019592 -3.619136 1.5 -0.2 0.7
C -3.466477 1.193936 -3.786418 -0.5 0.8 -0.1
C -2.691004 2.505227 -3.590868 0.0 -0.1 -0.1
C -1.664855 2.414352 -2.465666 -0.1 0.3 0.1
C -0.671183 1.291446 -2.699845 0.0 -0.1 -0.4
H -2.214886 -6.433444 -1.348278 0.1 0.1 0.2
H -0.923064 -5.676552 -0.388483 -0.2 0.0 -0.1
H -2.610898 -5.139572 -0.195704 0.1 -0.1 -0.2
H -0.873702 -5.933644 -4.012125 0.2 0.2 0.0
H -0.231198 -4.328060 -4.419751 0.0 -0.1 0.2
H 0.534070 -5.291321 -3.133423 -0.2 0.0 -0.1
H -3.630338 -5.025585 -3.597781 -0.1 0.3 0.0
H -4.080286 -3.646403 -2.565116 0.2 -0.1 -0.1
H -3.206707 -3.373015 -4.093656 0.0 -0.1 0.2
H -3.224360 -2.127360 2.234720 0.1 -0.2 -0.1
H -2.929725 -3.567377 1.238170 0.1 0.2 0.1
H -1.572159 -2.753890 2.054969 -0.2 0.0 -0.1
H -2.503368 0.699349 1.342566 0.2 0.0 -0.1
H -0.844776 0.069308 1.413105 -0.1 -0.1 -0.1
H -1.408145 0.941796 -0.034820 -0.1 -0.2 0.1
H -4.714565 -0.739017 0.133595 0.0 -0.1 -0.2
H -4.084661 -0.468766 -1.508641 0.1 -0.2 0.3
H -4.521070 -2.109337 -0.985691 0.1 0.2 0.1
H 2.157886 -3.737621 1.285817 -0.2 -0.1 0.0
H 0.505928 -3.217550 1.685372 0.1 -0.1 -0.2
H 0.765789 -4.640144 0.643861 0.1 0.2 0.1
H 3.436341 -3.280911 -1.415014 -0.1 -0.1 -0.2
H 2.170818 -4.296580 -2.144449 0.0 0.2 0.1
H 2.483658 -2.664204 -2.781120 0.0 -0.1 0.2
H 2.911874 -0.972256 0.331520 -0.1 0.1 -0.1
H 2.014472 -0.153707 -0.964003 -0.1 -0.2 0.2
H 1.287632 -0.328027 0.651482 0.0 -0.2 -0.2
H -3.083971 -0.970252 -3.916465 0.4 0.1 0.2
H -3.921670 1.197986 -4.788695 0.0 0.0 0.2
H -4.312787 1.182671 -3.077065 0.1 -0.1 -0.2
H -2.175354 2.750122 -4.526837 0.0 0.0 0.1
H -3.396456 3.314392 -3.373838 0.1 0.0 -0.2
H -1.125981 3.365749 -2.385702 -0.1 -0.1 0.1
H -2.189331 2.251557 -1.516479 0.0 0.0 0.0
H -0.033992 1.131793 -1.817121 -0.1 -0.1 -0.2
H -0.008176 1.565136 -3.537389 0.0 -0.1 0.3
```
Forces are in eV/Å.

(2)
Molecular formula: C26H52BN2O15S4
Method: DFT, ωB97M-V/def2-TZVPD

- HOMO: -0.4514 Eh
- Molar mass: 771.78 u
- Total energy: -3877.246151 Eh
- Net charge: +1
- Kohn-Sham gap: 8.5 eV

```
100
Properties=species:S:1:pos:R:3:forces:R:3
C 2.600522 -2.196425 -0.203319 -0.5 -0.1 0.5
C 1.968451 -1.620387 -1.039637 -0.2 -0.1 0.0
C 1.094325 -0.982220 -2.016351 0.9 -0.1 0.0
C 1.248731 0.532812 -1.992880 -0.9 0.4 -0.1
C 0.857972 1.166644 -0.627945 -0.1 -0.5 -1.0
C -0.604685 0.903602 -0.402933 0.8 0.6 0.2
N -1.433944 1.555644 -1.238262 -0.4 0.1 -0.1
C -2.771877 1.403696 -1.219665 -0.1 0.2 -0.4
O -3.487169 2.103609 -2.131461 0.8 -0.7 -0.5
N -3.676699 3.538117 -1.772179 -0.4 0.8 0.9
O -3.602233 3.714351 -0.641032 0.3 0.2 -0.5
C -3.347770 0.563127 -0.334189 -1.5 -0.3 0.8
B -4.922896 0.263878 -0.253732 0.1 -0.2 -0.6
O -5.809437 1.259591 0.045498 0.8 -0.8 0.8
C -5.396681 -1.221933 -0.542080 0.8 0.7 0.1
C -4.374234 -2.062057 -1.321505 -0.6 -0.5 0.1
C -2.527069 -0.101279 0.568310 0.8 0.2 -0.3
C -1.142082 0.063295 0.556417 -0.4 -0.5 0.3
C -0.315557 -0.672973 1.579338 0.1 0.4 0.2
C 0.325210 0.273307 2.609348 -0.4 -0.3 -0.1
H 2.871439 -2.733273 0.672634 0.6 -0.1 -0.1
H 1.363204 -1.381848 -2.993212 -0.2 0.1 -0.2
H 0.073725 -1.298397 -1.803855 -0.2 0.1 -0.1
H 2.225350 0.871091 -2.321631 0.2 -0.1 0.2
H 0.538048 0.933884 -2.721253 0.2 0.1 -0.3
H 1.041266 2.237446 -0.709394 0.1 0.1 0.3
H 1.452757 0.718542 0.153949 0.1 0.1 0.2
H -1.058227 2.196222 -1.932441 0.2 -0.1 0.0
H -6.553772 0.818492 0.480537 -0.5 0.4 -0.4
H -5.593473 -1.674682 0.435072 -0.3 -0.2 -0.1
H -6.317104 -1.168364 -1.121906 -0.3 -0.1 0.2
H -3.521492 -2.354952 -0.714848 0.2 0.2 0.0
H -4.850594 -2.991972 -1.626123 0.0 -0.1 -0.1
H -4.057498 -1.574644 -2.240183 0.2 0.1 0.0
H -2.940891 -0.776572 1.303815 -0.2 0.0 0.0
H 0.425479 -1.315970 1.112136 0.1 0.0 -0.2
H -0.988476 -1.323520 2.132469 -0.1 -0.2 -0.1
H -0.455869 0.861180 3.087971 0.0 0.1 0.1
H 0.806009 -0.329012 3.374240 0.2 0.1 0.1
H 1.038504 0.971398 2.185399 0.2 0.0 -0.1
O 2.765945 3.951659 -2.101777 -0.4 0.0 0.1
S 3.528771 4.596970 -1.068566 0.8 0.0 0.0
O 2.899756 4.985392 0.155826 -0.4 -0.1 0.0
O 4.302591 5.827513 -1.687098 0.0 -0.1 0.0
C 3.544090 6.828841 -2.406702 -0.4 0.5 -0.2
C 2.772974 7.747677 -1.480954 0.0 -0.2 0.2
C 4.941446 3.616454 -0.695052 0.1 0.0 0.0
H 2.886208 6.343634 -3.128957 0.0 -0.2 0.1
H 4.278773 7.399759 -2.969483 0.2 -0.2 0.1
H 1.980862 7.212889 -0.958189 0.0 0.0 0.0
H 2.317265 8.556267 -2.051905 0.1 0.0 -0.1
H 3.432796 8.173599 -0.725751 0.0 0.1 -0.1
H 5.436360 3.342899 -1.622737 0.0 0.0 0.0
H 4.591992 2.727347 -0.174135 -0.1 0.0 0.0
H 5.603757 4.190901 -0.053187 0.0 0.0 0.0
O -8.994758 4.447602 -1.090755 -0.1 0.2 0.1
S -7.921112 4.595457 -2.022922 0.1 -0.3 -0.3
O -7.300189 5.865599 -2.229088 0.0 0.1 0.2
O -8.368835 3.996785 -3.423468 0.1 -0.1 0.1
C -9.593199 4.493439 -4.012003 -0.5 0.3 -0.3
C -9.427547 5.872323 -4.617993 0.2 0.1 0.2
C -6.672857 3.406096 -1.666563 -0.2 0.1 -0.3
H -10.391868 4.477376 -3.269222 0.1 0.0 0.1
H -9.855217 3.776046 -4.786823 0.2 -0.2 0.1
H -9.236997 6.622501 -3.851900 0.0 0.0 0.0
H -10.333104 6.156455 -5.153624 0.0 -0.1 0.0
H -8.585036 5.889284 -5.309230 0.0 0.0 -0.1
H -7.132045 2.435118 -1.543596 -0.1 0.0 0.0
H -6.176609 3.709634 -0.751992 -0.2 0.1 0.1
H -5.968303 3.394055 -2.493054 -0.1 0.0 -0.1
O 3.683098 -2.727172 4.166190 -0.1 -0.1 -0.2
S 4.912506 -2.135639 3.723711 0.5 0.6 0.5
O 5.302877 -2.220726 2.350821 -0.3 -0.2 -0.2
O 6.092760 -2.645898 4.642809 -0.1 0.1 0.0
C 6.284182 -4.073329 4.787853 0.2 -0.7 -0.1
C 6.924293 -4.702658 3.566039 -0.1 0.2 -0.2
C 4.950322 -0.451162 4.230311 0.0 0.1 0.0
H 5.332066 -4.547794 5.031103 -0.1 0.2 0.0
H 6.934039 -4.191553 5.651706 0.0 0.3 0.0
H 6.262835 -4.664557 2.700415 0.0 0.0 0.0
H 7.160251 -5.748148 3.764410 0.0 0.0 0.1
H 7.840014 -4.176077 3.299320 0.0 0.0 0.1
H 4.678697 -0.392999 5.280632 0.0 0.0 0.0
H 4.228298 0.086866 3.619653 0.0 -0.1 0.0
H 5.949811 -0.059096 4.062470 0.0 0.0 0.0
O 1.929158 -5.659557 0.795177 0.1 0.0 -0.3
S 3.068433 -6.264552 1.422137 0.0 -0.2 0.6
O 4.329805 -6.312721 0.752019 0.0 0.1 -0.2
O 2.673105 -7.725143 1.905297 0.0 0.1 0.1
C 2.121699 -8.637687 0.931210 -0.1 -0.4 -0.5
C 3.177254 -9.199214 -0.000233 0.2 0.2 0.0
C 3.295558 -5.548776 3.010271 0.0 0.0 0.0
H 1.321263 -8.145589 0.376446 0.1 0.2 0.1
H 1.670420 -9.441981 1.508488 0.0 0.1 0.2
H 3.593366 -8.423959 -0.642145 0.0 0.0 0.0
H 2.743187 -9.970504 -0.636510 -0.1 0.0 0.1
H 4.001054 -9.629476 0.568751 0.0 -0.1 0.0
H 2.346050 -5.536885 3.537681 0.0 0.0 0.0
H 3.651617 -4.529172 2.857895 -0.1 -0.2 0.0
H 4.034818 -6.133847 3.551857 0.0 0.0 0.0
```
Forces are in eV/Å.

Which of these has the lowest molar mass?
C26H51OSi4

Among the records above, which one has the highest Kohn-Sham gap?
C26H52BN2O15S4